Record 1
{
  "formula": "C20H28BF6N2O22",
  "method": "ωB97M-V with the def2-TZVPD basis set",
  "s_squared": 0.75,
  "homo_energy_ev": [-11.3, -11.3],
  "gap_ev": [10.41, 3.93],
  "lumo_energy_ev": [-0.88, -7.35],
  "total_charge": 0,
  "multiplicity": 2,
  "species": ["B", "H", "H", "H", "H", "C", "C", "O", "C", "O", "O", "F", "H", "H", "H", "C", "C", "O", "C", "O", "O", "F", "H", "H", "H", "C", "C", "O", "C", "O", "O", "F", "H", "H", "H", "C", "C", "O", "C", "O", "O", "F", "H", "H", "H", "C", "C", "O", "C", "O", "O", "F", "H", "H", "H", "C", "C", "O", "C", "O", "O", "F", "H", "H", "H", "C", "N", "O", "O", "H", "H", "H", "C", "N", "O", "O", "H", "H", "H"],
  "coordinates": [[-10.32613, 18.26347, -5.58559], [-10.18134, 17.40031, -4.95453], [-9.57415, 18.24471, -6.35916], [-11.28604, 18.15024, -6.06517], [-10.39319, 19.16701, -4.99962], [-6.16843, 17.31768, -3.94764], [-6.92997, 18.24606, -4.93817], [-6.16376, 18.07403, -6.08176], [-5.62005, 16.87824, -6.11402], [-5.09459, 16.33009, -7.12511], [-5.83212, 16.34650, -4.90094], [-6.67245, 19.41374, -4.60052], [-6.76195, 16.87202, -3.14937], [-5.31092, 17.83666, -3.51933], [-7.99743, 18.06494, -5.06402], [-10.02369, 15.67975, -8.23770], [-8.52272, 15.63751, -7.99130], [-8.12433, 16.55307, -9.01384], [-9.08814, 16.44848, -9.99074], [-8.98175, 16.89578, -11.16387], [-10.08002, 15.66540, -9.59651], [-8.07013, 14.40731, -8.14909], [-10.45925, 16.51140, -7.68385], [-10.57303, 14.80152, -7.89851], [-8.15961, 16.04980, -7.04988], [-12.98572, 16.70364, -4.41459], [-12.60815, 17.44952, -3.15299], [-12.44757, 16.49523, -2.26260], [-13.13369, 15.41022, -2.69830], [-13.19539, 14.32299, -2.12369], [-13.68088, 15.64933, -3.84599], [-13.57771, 18.27959, -2.76824], [-12.08208, 16.35143, -4.91206], [-13.59339, 17.18144, -5.18306], [-11.72095, 18.07362, -3.26009], [-9.14228, 12.26985, -5.28545], [-7.78736, 12.64119, -4.72340], [-7.94399, 13.85254, -4.09584], [-9.18343, 14.32061, -4.29067], [-9.60463, 15.29270, -3.73782], [-9.93756, 13.46390, -5.05630], [-6.92814, 12.99493, -5.67890], [-9.64954, 11.43508, -4.80177], [-9.13612, 12.18284, -6.37196], [-7.40919, 11.82832, -4.10346], [-11.95489, 19.46173, -8.46642], [-12.97632, 18.38072, -8.08307], [-13.26843, 17.77769, -9.33848], [-12.31528, 18.17835, -10.23184], [-12.33920, 17.88406, -11.43363], [-11.40722, 18.87636, -9.59987], [-14.11341, 18.91231, -7.56427], [-11.32819, 19.49945, -7.57539], [-12.42222, 20.42256, -8.68206], [-12.66813, 17.63445, -7.35081], [-7.77263, 20.47031, -7.47086], [-8.68510, 21.22895, -6.52489], [-9.67225, 21.87202, -7.33650], [-9.18527, 21.94413, -8.57795], [-9.60227, 22.56365, -9.52330], [-8.04789, 21.29994, -8.62194], [-7.95159, 22.02539, -5.78173], [-8.14452, 19.44587, -7.48881], [-6.76788, 20.56435, -7.05888], [-9.18888, 20.47967, -5.91426], [-12.15197, 21.28312, -4.72843], [-13.09055, 22.39518, -4.47926], [-12.57043, 23.42000, -4.02311], [-14.23251, 22.31696, -4.89837], [-12.75829, 20.41885, -4.99957], [-11.54073, 21.04965, -3.85667], [-11.61162, 21.45452, -5.65942], [-9.71318, 19.47109, -1.53875], [-8.49437, 19.55955, -0.73748], [-8.59975, 20.10055, 0.37052], [-7.41608, 19.22067, -1.22849], [-10.10044, 20.42657, -1.89259], [-10.44141, 18.98221, -0.89162], [-9.55955, 18.97890, -2.49909]]
}

Record 2
{
  "formula": "C20H28BGeIO2W",
  "method": "ωB97M-V with the def2-TZVPD basis set",
  "homo_energy_ev": -14.3,
  "gap_ev": 6.28,
  "de_lowest_kj_mol": 52.3,
  "lumo_energy_ev": -8.01,
  "total_charge": 2,
  "species": ["W", "I", "C", "C", "C", "C", "C", "C", "C", "C", "C", "C", "H", "H", "H", "H", "H", "H", "C", "C", "C", "O", "B", "O", "C", "C", "C", "H", "H", "H", "H", "H", "H", "H", "H", "H", "H", "H", "H", "C", "Ge", "C", "C", "C", "H", "H", "H", "H", "H", "H", "H", "H", "H", "H"],
  "coordinates": [[-0.48819, -0.67588, -0.16176], [2.24429, 0.37338, -0.40193], [1.66085, 1.32115, -2.16132], [2.54299, 2.19357, -2.73535], [2.22990, 2.77782, -3.97370], [1.06274, 2.43989, -4.59385], [0.14825, 1.53954, -3.99642], [-1.02790, 1.17403, -4.69049], [-1.91575, 0.29375, -4.14456], [-1.68182, -0.20911, -2.85893], [-0.55344, 0.09597, -2.10050], [0.41289, 0.97518, -2.71808], [3.48402, 2.42771, -2.25452], [2.92573, 3.46730, -4.43014], [0.81880, 2.85237, -5.56439], [-1.20696, 1.60212, -5.66890], [-2.81140, 0.00958, -4.67912], [-2.45344, -0.83753, -2.43903], [0.41454, 3.63377, 0.44864], [-0.72113, 2.95588, 1.18408], [-2.03296, 3.66048, 0.94567], [-0.83376, 1.55638, 0.60205], [-0.14283, 0.76150, 1.46822], [0.26994, 1.28662, 2.61348], [-0.40876, 2.62051, 2.68604], [0.54081, 3.58865, 3.34966], [-1.65269, 2.39810, 3.52421], [0.21170, 3.61874, -0.62228], [1.37365, 3.15302, 0.63836], [0.48913, 4.67351, 0.76673], [-2.16693, 3.84130, -0.12024], [-2.02097, 4.62648, 1.45273], [-2.88073, 3.08828, 1.31496], [1.50427, 3.62816, 2.84667], [0.70357, 3.28626, 4.38267], [0.10628, 4.58964, 3.35598], [-2.33965, 1.69479, 3.04991], [-2.17999, 3.33640, 3.69337], [-1.35829, 1.99187, 4.49020], [0.43878, -2.52792, -0.23130], [-3.08398, -2.58101, -0.22707], [-2.42371, -3.68347, -1.65742], [-4.68675, -3.12188, 0.68218], [-2.31327, -0.95585, 0.33204], [-0.15390, -3.43875, -0.17844], [1.04294, -2.48010, 0.69761], [1.14311, -2.60696, -1.06299], [-2.06309, -4.62839, -1.24293], [-1.63045, -3.20984, -2.22889], [-3.26224, -3.92617, -2.31361], [-4.66353, -4.19583, 0.86939], [-5.53675, -2.91890, 0.02486], [-4.81945, -2.57942, 1.61472], [-2.98870, -0.44562, 1.01669]]
}

Record 3
{
  "formula": "C20H28ClLuN3O4",
  "method": "ωB97M-V with the def2-TZVPD basis set",
  "homo_energy_ev": [-0.3, -0.4],
  "gap_ev": [3.20, 3.22],
  "de_lowest_kj_mol": 0.0,
  "lumo_energy_ev": [2.85, 2.84],
  "total_charge": -1,
  "species": ["Lu", "Cl", "N", "N", "C", "C", "C", "C", "C", "C", "H", "H", "H", "H", "H", "H", "C", "C", "C", "C", "H", "H", "H", "H", "H", "H", "O", "H", "H", "O", "H", "H", "C", "C", "C", "H", "H", "C", "C", "H", "C", "C", "C", "C", "H", "C", "H", "H", "H", "H", "H", "H", "H", "H", "O", "N", "O"],
  "coordinates": [[-0.16613, -0.00505, 0.31816], [-1.98348, 0.28270, 2.10261], [0.09538, 2.14348, 0.30639], [-0.03107, -2.15636, 0.59165], [-0.89910, 2.88913, -0.13712], [-0.88265, -2.95708, -0.01917], [1.07563, 2.92936, 1.05164], [0.31633, 4.21984, 1.21615], [2.29835, 3.01356, 0.15010], [1.43540, 2.29813, 2.36791], [1.98062, 3.05245, -0.90555], [2.95705, 2.14271, 0.29004], [2.82509, 3.93585, 0.41089], [0.60760, 2.35727, 3.08000], [2.33700, 2.74011, 2.80313], [1.73479, 1.24506, 2.21542], [0.78701, -2.86747, 1.58886], [0.59387, -4.27181, 1.08441], [0.19366, -2.70006, 2.97079], [2.24010, -2.37194, 1.50969], [2.58541, -2.38425, 0.46431], [2.84452, -3.04131, 2.13329], [2.32611, -1.35000, 1.91374], [-0.87131, -2.94820, 2.99358], [0.24602, -1.66230, 3.28447], [0.78449, -3.27094, 3.69139], [-0.64136, -4.22889, 0.21775], [0.39848, -4.99506, 1.86672], [1.40381, -4.57000, 0.41662], [-0.77420, 4.15719, 0.19889], [0.92299, 5.08956, 0.99966], [-0.18673, 4.27964, 2.18616], [-2.05440, 2.43798, -0.96542], [-1.97806, -2.56422, -0.95582], [-1.67388, -1.28567, -1.70129], [-2.86709, -2.42880, -0.31639], [-2.11537, -3.42369, -1.62359], [-2.10135, -0.06635, -1.13544], [-1.72495, 1.16554, -1.71144], [-2.69105, -0.07221, -0.19904], [-1.05984, 1.17071, -2.94530], [-0.72366, -0.04748, -3.53308], [-0.61700, 2.46206, -3.57384], [-1.00549, -1.27212, -2.93374], [-0.18717, -0.04234, -4.48335], [-0.49700, -2.54998, -3.54219], [-0.07891, -2.34227, -4.53680], [-1.28765, -3.30811, -3.64924], [0.30944, -2.98259, -2.92425], [-1.43673, 3.19272, -3.64522], [-0.23265, 2.26756, -4.58498], [0.20096, 2.92365, -2.99186], [-2.29458, 3.27815, -1.63329], [-2.88418, 2.26213, -0.25876], [1.20788, 0.06150, 4.47090], [0.36944, 0.37776, 3.65262], [0.86959, -0.20922, 2.35822]]
}

Record 4
{
  "formula": "C20H28ClN3O3",
  "method": "ωB97M-V with the def2-TZVPD basis set",
  "homo_energy_ev": -8.8,
  "gap_ev": 9.18,
  "de_lowest_kj_mol": 0.0,
  "lumo_energy_ev": 0.36,
  "total_charge": 0,
  "species": ["O", "C", "N", "H", "C", "C", "C", "C", "C", "C", "C", "H", "Cl", "H", "H", "H", "H", "H", "C", "C", "N", "C", "O", "C", "C", "H", "H", "H", "H", "C", "H", "C", "C", "N", "C", "C", "O", "C", "C", "H", "H", "H", "H", "H", "H", "H", "H", "H", "H", "H", "H", "H", "H", "H", "H"],
  "coordinates": [[-3.85223, -1.16594, -1.09320], [-3.04960, -0.33852, -1.46210], [-1.86466, -0.68285, -2.01624], [-1.19309, 0.02550, -2.26118], [-1.39252, -2.05783, -1.99404], [-0.60011, -2.32039, -0.73720], [-1.26714, -2.49603, 0.47041], [-0.55329, -2.65785, 1.64382], [0.83163, -2.65067, 1.62994], [1.49083, -2.48235, 0.42381], [0.78806, -2.31278, -0.75838], [1.32224, -2.18141, -1.68786], [3.22486, -2.47029, 0.39006], [1.39497, -2.77522, 2.54129], [-1.07772, -2.78421, 2.57793], [-2.34568, -2.48992, 0.48624], [-2.28127, -2.69299, -2.01465], [-0.78973, -2.23658, -2.88670], [-3.32245, 1.17539, -1.39915], [-2.16508, 1.91965, -0.71708], [-1.96409, 1.35695, 0.59571], [-3.04007, 1.17811, 1.40439], [-2.97265, 0.61632, 2.47720], [-4.30311, 1.81389, 0.85854], [-4.60553, 1.42586, -0.59606], [-5.19139, 0.50538, -0.60676], [-5.20014, 2.21275, -1.06148], [-5.13177, 1.53588, 1.50849], [-4.16582, 2.89666, 0.93504], [-0.65915, 0.87198, 0.98024], [-0.25036, 0.24439, 0.18208], [0.30935, 2.01048, 1.31387], [1.74041, 1.50426, 1.54077], [2.62944, 1.87948, 0.45234], [2.35061, 1.17226, -0.78614], [3.27244, 1.70416, -1.88467], [4.62674, 1.53912, -1.54817], [4.91029, 2.19037, -0.33228], [4.02635, 1.67070, 0.80079], [4.25009, 2.22307, 1.71561], [4.24328, 0.60137, 0.96855], [5.96310, 1.99832, -0.11978], [4.74908, 3.27333, -0.44460], [3.11964, 1.15667, -2.81706], [3.05586, 2.77190, -2.04665], [1.31488, 1.34959, -1.07879], [2.50979, 0.08674, -0.67152], [1.72842, 0.41112, 1.69521], [2.14714, 1.96125, 2.44508], [0.32630, 2.74590, 0.50749], [-0.05409, 2.51502, 2.20914], [-0.80823, 0.24657, 1.86334], [-2.42058, 2.98562, -0.65076], [-1.23194, 1.84377, -1.27892], [-3.43610, 1.52945, -2.42888]]
}

Repeat the fourth record exactly.
{
  "formula": "C20H28ClN3O3",
  "method": "ωB97M-V with the def2-TZVPD basis set",
  "homo_energy_ev": -8.8,
  "gap_ev": 9.18,
  "de_lowest_kj_mol": 0.0,
  "lumo_energy_ev": 0.36,
  "total_charge": 0,
  "species": ["O", "C", "N", "H", "C", "C", "C", "C", "C", "C", "C", "H", "Cl", "H", "H", "H", "H", "H", "C", "C", "N", "C", "O", "C", "C", "H", "H", "H", "H", "C", "H", "C", "C", "N", "C", "C", "O", "C", "C", "H", "H", "H", "H", "H", "H", "H", "H", "H", "H", "H", "H", "H", "H", "H", "H"],
  "coordinates": [[-3.85223, -1.16594, -1.09320], [-3.04960, -0.33852, -1.46210], [-1.86466, -0.68285, -2.01624], [-1.19309, 0.02550, -2.26118], [-1.39252, -2.05783, -1.99404], [-0.60011, -2.32039, -0.73720], [-1.26714, -2.49603, 0.47041], [-0.55329, -2.65785, 1.64382], [0.83163, -2.65067, 1.62994], [1.49083, -2.48235, 0.42381], [0.78806, -2.31278, -0.75838], [1.32224, -2.18141, -1.68786], [3.22486, -2.47029, 0.39006], [1.39497, -2.77522, 2.54129], [-1.07772, -2.78421, 2.57793], [-2.34568, -2.48992, 0.48624], [-2.28127, -2.69299, -2.01465], [-0.78973, -2.23658, -2.88670], [-3.32245, 1.17539, -1.39915], [-2.16508, 1.91965, -0.71708], [-1.96409, 1.35695, 0.59571], [-3.04007, 1.17811, 1.40439], [-2.97265, 0.61632, 2.47720], [-4.30311, 1.81389, 0.85854], [-4.60553, 1.42586, -0.59606], [-5.19139, 0.50538, -0.60676], [-5.20014, 2.21275, -1.06148], [-5.13177, 1.53588, 1.50849], [-4.16582, 2.89666, 0.93504], [-0.65915, 0.87198, 0.98024], [-0.25036, 0.24439, 0.18208], [0.30935, 2.01048, 1.31387], [1.74041, 1.50426, 1.54077], [2.62944, 1.87948, 0.45234], [2.35061, 1.17226, -0.78614], [3.27244, 1.70416, -1.88467], [4.62674, 1.53912, -1.54817], [4.91029, 2.19037, -0.33228], [4.02635, 1.67070, 0.80079], [4.25009, 2.22307, 1.71561], [4.24328, 0.60137, 0.96855], [5.96310, 1.99832, -0.11978], [4.74908, 3.27333, -0.44460], [3.11964, 1.15667, -2.81706], [3.05586, 2.77190, -2.04665], [1.31488, 1.34959, -1.07879], [2.50979, 0.08674, -0.67152], [1.72842, 0.41112, 1.69521], [2.14714, 1.96125, 2.44508], [0.32630, 2.74590, 0.50749], [-0.05409, 2.51502, 2.20914], [-0.80823, 0.24657, 1.86334], [-2.42058, 2.98562, -0.65076], [-1.23194, 1.84377, -1.27892], [-3.43610, 1.52945, -2.42888]]
}

- What is the formula in the first record?
  C20H28BF6N2O22